[1]
Molecular formula: C7H19Cl2INO6PPdS2
Method: DFT, wB97M-V/def2-TZVPD

Element x y z (Å)
I1 -6.29972 2.98512 1.17368
Pd1 -1.34593 1.78901 0.36438
Cl1 -1.37436 5.04904 -0.63219
Cl2 -3.43612 1.25585 1.42979
S1 0.01362 -1.19040 2.63261
S2 0.57401 0.51798 -0.28818
P1 0.26241 -1.18994 0.68472
O1 -0.07621 4.42303 -0.58744
O2 -0.98284 -2.03143 0.08853
O3 -1.99560 4.96228 0.67481
O4 1.44782 -2.23693 0.24299
O5 -2.21238 4.37273 -1.59616
O6 -1.23761 6.44171 -1.00325
N1 0.81494 2.58709 2.80913
C1 3.36592 -1.52453 -1.02776
C2 3.30472 -1.12017 1.46479
C3 -4.10378 2.70632 0.72454
C4 -0.57291 -1.85381 -2.36462
C5 -0.63725 -4.06918 -1.15928
C6 2.85864 -2.01593 0.31996
C7 -1.14948 -2.63488 -1.19621
H1 2.93056 -1.49157 2.41696
H2 -0.94123 -0.83018 -2.37429
H3 0.44749 -4.07850 -1.06681
H4 0.51460 -1.81357 -2.31544
H5 -0.92588 -4.59334 -2.07478
H6 -3.65295 3.59450 1.14183
H7 -4.10646 2.66651 -0.35416
H8 -2.23728 -2.66367 -1.31778
H9 3.06419 -2.21261 -1.82008
H10 -0.09149 3.05082 2.85995
H11 2.94191 -0.10125 1.33522
H12 2.94957 -0.53991 -1.24335
H13 1.10246 2.73848 1.84299
H14 0.59222 1.59037 2.84093
H15 -1.05983 -4.59510 -0.30243
H16 4.45712 -1.46079 -1.01694
H17 4.39825 -1.10832 1.48265
H18 -0.86754 -2.35681 -3.29075
H19 3.26642 -3.01800 0.50141

Kohn-Sham gap (alpha / beta) ... 4.863 / 4.863 eV
E_LUMO (alpha / beta) ... 4.0 / 4.0 eV
Charge ... -2
E_HOMO (alpha / beta) ... -0.89 / -0.89 eV

[2]
Molecular formula: C19H62O12
Method: DFT, wB97M-V/def2-TZVPD

Element x y z (Å)
O1 1.07579 -0.37236 5.01422
O2 -0.73325 -2.96966 1.18543
O3 -2.09850 -1.75524 3.36450
O4 1.77117 2.58634 2.13655
O5 5.00480 3.42275 -1.01212
O6 -4.09010 2.57829 -4.91444
O7 -3.88776 -0.52336 -5.16297
O8 1.06222 0.86150 -0.05528
O9 -4.06489 4.49452 4.40174
O10 0.00595 -5.69965 -4.37614
O11 1.47519 1.32869 -3.75501
O12 1.37886 -1.93550 -0.23511
C1 -2.84577 -1.03199 -4.32892
C2 2.76841 -2.16421 -0.33873
C3 -3.53314 3.51003 3.52366
C4 -0.04071 -4.12908 1.59280
C5 2.06042 -1.28646 4.53616
C6 1.50682 -0.05627 -3.57389
C7 -2.74426 -0.62946 2.81681
C8 -0.33728 -3.69846 -2.98295
C9 3.81257 3.98638 -0.46683
C10 3.03393 -3.34600 -1.24874
C11 0.41479 -4.35614 -4.13422
C12 -0.95352 -5.25252 2.02391
C13 -3.24085 3.49948 -4.24336
C14 1.35407 4.91635 2.17450
C15 -2.00213 3.60895 3.50625
C16 -1.02177 0.66300 -1.23994
C17 -0.36082 1.09957 0.06568
C18 1.58905 3.67940 3.03431
C19 2.37109 -0.98448 3.09034
H1 0.68732 -6.10715 -4.91347
H2 -1.72470 3.15494 4.46494
H3 2.06451 1.82082 2.64431
H4 0.78281 3.53256 3.75924
H5 2.84678 -0.01167 2.98385
H6 -0.97640 1.34978 -2.08432
H7 -0.61586 -0.28170 -1.60226
H8 1.39855 1.37669 0.70062
H9 2.28701 5.37855 1.85374
H10 -2.38683 -0.20290 -3.78828
H11 -3.31510 -1.78436 -3.68786
H12 1.48821 -4.31639 -3.89874
H13 3.12187 -2.46909 0.65263
H14 1.18813 -1.01828 0.04688
H15 0.89354 5.70247 2.77656
H16 -4.57647 3.03141 -5.60649
H17 1.04152 1.58865 -4.56872
H18 -2.79708 4.14864 -5.01527
H19 -2.19074 0.28608 3.05816
H20 0.69165 -4.37436 0.81570
H21 -0.75408 0.44700 0.84882
H22 -1.61799 -2.23756 2.67170
H23 -3.67623 4.28613 -3.61867
H24 4.03461 -3.76122 -1.16817
H25 4.94377 2.47016 -0.90096
H26 1.69095 -0.31491 -2.52913
H27 -1.66907 4.64178 3.45922
H28 -0.08369 -4.32520 -2.12179
H29 -0.03524 -2.68362 -2.74951
H30 2.95733 -1.83595 2.73362
H31 2.96594 -1.30035 5.14920
H32 0.72486 4.60829 1.34294
H33 0.29483 -3.82836 -5.09185
H34 -3.93526 2.50513 3.64452
H35 -4.31915 0.24295 -4.77638
H36 -2.07648 0.51134 -0.98960
H37 -0.19520 -2.45332 0.55459
H38 -3.76700 -0.53854 3.18878
H39 -0.28628 -6.07945 2.27335
H40 -3.94701 3.76254 2.52944
H41 -2.80095 -0.73596 1.72663
H42 0.42905 -0.84476 5.54234
H43 3.67575 4.98888 -0.86650
H44 2.29945 -4.11762 -0.98327
H45 2.89778 3.46662 -0.76406
H46 -2.15172 -1.53978 -4.99871
H47 -1.39797 -3.85568 -3.18052
H48 0.57462 -3.91295 2.48716
H49 1.50909 -1.01652 2.41963
H50 -0.54418 2.15435 0.27020
H51 -2.44023 2.93353 -3.78101
H52 2.77826 -3.17326 -2.29843
H53 0.51186 -0.50657 -3.71274
H54 2.18060 -0.64404 -4.20419
H55 -1.65791 -4.99491 2.81306
H56 3.32811 -1.31590 -0.74382
H57 -1.60270 -5.61502 1.21902
H58 1.64308 -2.29764 4.60106
H59 -1.46911 2.99845 2.77438
H60 2.47724 3.75479 3.67261
H61 -4.04266 5.33826 3.95080
H62 3.91382 3.96975 0.61681

Kohn-Sham gap ... 10.229 eV
E_LUMO ... 0.4 eV
Charge ... 0
E_HOMO ... -9.81 eV

[3]
Molecular formula: C8H6N2O
Method: DFT, wB97M-V/def2-TZVPD

Element x y z (Å)
O1 -1.89161 -0.56938 0.95213
N1 0.89544 -1.24274 -0.32771
N2 -1.98446 0.39112 -1.03143
C1 -1.20317 -0.07640 -0.16608
C2 2.15620 -1.26484 -0.33954
C3 -3.25508 -0.40912 0.59301
C4 -3.28864 0.12669 -0.62910
C5 0.90616 1.04095 0.24437
C6 0.25238 -0.02797 -0.07046
C7 2.30586 1.00274 0.24070
C8 3.03229 -0.22684 0.01248
H1 -4.01129 0.50220 -1.24950
H2 2.95509 2.02011 0.62105
H3 -3.95769 -0.86410 1.40022
H4 2.72023 -2.15330 -0.46016
H5 0.42788 2.04793 0.21347
H6 3.94041 -0.29706 -0.00345

Kohn-Sham gap ... 10.085 eV
E_LUMO ... 0.5 eV
Charge ... 0
E_HOMO ... -9.56 eV

Electronic energy across the listed records, respectively: -3267.900721 -1663.778094 -493.101615 hartree.
Largest force on an atom across the listed records, respectively: 0.50 2.75 13.60 eV/Å.
Energy relative to the best compared isomer or geometry (same formula, charge and spin) across the listed records, respectively: 66.5 116.4 76.7 kcal per mole.